No. 1
ORCA calculation (ωB97M-V with the def2-TZVPD basis set) on a cluster of 6 separate species, C10H33O6 in total in a non-equilibrium geometry.

Properties
Energy relative to the best compared isomer or geometry (same formula, charge and spin) = 411.2 kJ/mol
Maximum force = 8.896 eV/Å
Charge = +1
Gap between HOMO and LUMO = 0.3912 Ha
LUMO level = -2.4 eV
HOMO level = -13.00 eV

Geometry as XYZ:
```
49
Properties=species:S:1:pos:R:3:forces:R:3
O 0.575 0.684 -0.003 1.186 -1.207 0.122
H -0.066 0.998 0.670 -0.568 0.247 0.305
H 0.311 0.935 -0.910 -1.003 0.601 -0.244
H 0.670 -0.313 0.016 0.069 0.496 0.436
C -3.128 2.075 0.698 -3.324 -0.888 -0.572
C -2.221 2.730 1.645 -5.719 1.601 3.397
O -0.968 2.446 1.442 5.656 -0.262 -0.291
H -4.208 2.259 0.960 0.981 -0.051 0.503
H -3.067 1.000 0.736 0.336 -0.552 -0.169
H -3.248 2.376 -0.344 1.215 0.300 -0.149
H -2.564 2.462 2.763 0.570 0.150 -2.103
H -2.455 3.799 1.616 0.373 0.281 -0.128
H -0.453 3.058 2.009 0.063 -0.766 -0.616
C 4.108 -0.583 -0.096 4.726 -0.086 3.154
C 3.410 -1.890 0.106 4.959 0.435 -0.036
O 2.140 -1.728 0.014 -8.811 -0.856 -0.877
H 3.987 0.078 0.806 -0.216 -0.173 -1.181
H 4.054 -0.084 -1.035 -0.809 0.238 -0.668
H 5.325 -0.815 -0.030 -3.008 0.437 -0.133
H 3.602 -2.452 0.972 1.197 -0.043 2.025
H 3.814 -2.509 -0.611 0.693 -1.722 -2.315
H 1.653 -2.613 0.064 0.927 1.891 -0.084
C -2.919 -1.669 -2.007 0.997 -1.064 -2.419
C -1.694 -2.327 -1.277 -1.381 1.152 -1.009
O -1.422 -1.330 -0.214 3.158 -0.261 -3.916
H -3.729 -1.923 -1.362 -0.952 1.131 0.649
H -3.253 -2.242 -2.942 0.901 0.607 0.966
H -2.717 -0.588 -2.364 -0.547 -1.741 1.212
H -0.874 -2.569 -2.033 -0.426 0.889 1.611
H -2.031 -3.280 -0.840 0.329 0.325 -0.034
H -1.898 -1.542 0.524 -1.936 -1.094 2.842
C 2.068 -0.110 3.075 -2.268 2.881 4.643
C 0.633 -0.396 3.535 1.606 -0.425 2.309
O -0.129 -0.548 2.423 -4.139 -1.067 -1.137
H 2.638 0.045 3.994 0.506 -0.277 -0.405
H 2.210 0.734 2.449 -0.620 1.594 -0.189
H 2.380 -0.792 2.464 2.131 -4.847 -2.861
H 0.293 0.332 4.283 -0.156 0.740 -0.591
H 0.428 -1.322 4.136 1.474 0.252 -0.249
H -0.939 -1.044 2.785 1.487 1.227 -1.464
C 0.816 0.315 -3.267 -2.071 1.803 -0.217
C -0.368 1.362 -3.348 0.135 -4.109 -0.572
O -0.893 1.450 -2.052 -0.956 1.333 0.313
H 1.511 0.837 -2.639 1.804 0.337 -0.882
H 0.934 0.006 -4.329 1.152 0.022 1.148
H 0.575 -0.477 -2.569 -0.787 -0.782 -0.553
H -1.134 0.841 -3.960 0.235 0.761 -0.140
H -0.088 2.299 -3.753 0.414 0.913 -0.432
H -1.662 2.041 -2.178 0.418 -0.371 0.999
```
Forces are in eV/Å.

=====

No. 2
ORCA calculation (ωB97M-V with the def2-TZVPD basis set) on a cluster of 7 separate species, C10H34INO8 in total in a non-equilibrium geometry.

Properties
Energy relative to the best compared isomer or geometry (same formula, charge and spin) = 175.4 kJ/mol
Maximum force = 3.424 eV/Å
Gap between HOMO and LUMO = 0.2227 Ha
LUMO level = -0.1 eV
HOMO level = -6.14 eV

Geometry as XYZ:
```
54
Properties=species:S:1:pos:R:3:forces:R:3
N 0.639 0.557 0.938 -1.484 0.492 -0.927
H 1.104 1.146 1.614 0.570 0.500 0.778
H 1.245 -0.115 0.488 0.363 -0.666 -0.113
H 0.179 1.103 0.224 0.854 0.773 -0.652
H -0.235 0.199 1.295 0.235 -1.102 1.361
I 2.953 1.850 3.618 -0.264 -0.132 -0.335
C 0.472 -1.372 4.499 0.436 0.649 -0.784
C -0.955 -1.212 4.070 -1.578 -1.213 2.786
O -1.206 -0.640 2.839 0.276 0.872 -1.389
H 0.579 -1.589 5.561 -0.283 -0.445 -0.120
H 1.040 -0.451 4.370 0.072 0.093 -0.271
H 0.891 -2.142 3.851 0.499 -0.104 0.356
H -1.556 -0.741 4.847 0.307 1.308 0.096
H -1.457 -2.163 4.244 0.104 -0.831 -1.057
H -1.760 -1.144 2.239 0.070 -0.316 0.336
C 2.125 -3.301 1.080 0.329 -0.235 -0.677
C 2.964 -2.254 0.319 -0.304 -1.345 1.013
O 2.059 -1.408 -0.360 0.159 0.472 -0.386
H 1.374 -2.836 1.718 0.343 0.197 0.199
H 2.762 -3.987 1.638 -0.052 0.120 0.234
H 1.550 -3.907 0.380 0.045 -0.088 -0.222
H 3.657 -2.695 -0.397 -0.061 -0.257 -0.002
H 3.592 -1.750 1.054 -0.271 0.705 -0.185
H 2.051 -1.670 -1.283 -0.067 0.282 -0.024
C 2.186 2.523 -2.526 -1.083 0.355 -1.818
C 1.226 2.830 -3.775 2.053 -0.417 -0.924
O 1.078 1.665 -4.682 -0.297 1.047 1.374
O 1.654 1.516 -1.731 -0.159 -0.390 0.249
H 2.418 3.412 -1.939 -0.242 0.340 -0.063
H 3.130 2.194 -2.962 0.125 -0.107 -0.062
H 1.764 3.595 -4.336 0.151 0.191 -0.106
H 0.240 3.284 -3.673 -0.120 -0.581 0.806
H 1.884 1.584 -5.196 0.111 0.043 0.081
H 0.736 1.502 -2.012 -0.415 -0.466 0.441
C -0.757 3.496 -0.002 -2.181 0.829 0.869
C -1.740 2.769 -0.912 1.105 0.559 -0.161
O -1.085 1.647 -1.452 -0.041 -1.356 -0.365
O -0.624 2.878 1.276 0.621 -0.387 -0.636
H -1.229 4.460 0.188 0.183 0.408 -0.252
H 0.180 3.701 -0.519 0.235 -0.496 0.346
H -1.931 3.393 -1.785 -0.621 0.576 0.277
H -2.638 2.376 -0.435 -0.168 0.753 0.375
H -1.821 1.209 -1.885 0.420 -0.753 -0.371
H -1.283 3.212 1.890 0.040 0.135 -0.084
C -1.869 -2.016 -1.260 -0.632 0.890 -0.389
C -3.360 -2.140 -1.824 2.726 0.538 0.062
O -3.959 -3.015 -0.914 -1.041 -0.213 0.319
O -2.030 -1.596 0.100 0.347 -0.532 -0.201
H -1.220 -1.229 -1.644 -0.382 0.099 -0.711
H -1.290 -2.932 -1.382 -0.224 -0.361 0.319
H -3.480 -2.499 -2.846 0.365 0.026 -0.069
H -3.717 -1.111 -1.783 -0.722 -0.240 0.333
H -3.978 -3.887 -1.316 -0.092 -0.072 0.084
H -2.551 -2.300 0.492 -0.358 -0.146 0.261
```
Forces are in eV/Å.

=====

No. 3
ORCA calculation (ωB97M-V with the def2-TZVPD basis set) on a cluster of 7 separate species, C10H34N11O7 in total in a non-equilibrium geometry.

Properties
Energy relative to the best compared isomer or geometry (same formula, charge and spin) = 65.9 kJ/mol
Maximum force = 3.949 eV/Å
Charge = -1
Gap between HOMO and LUMO = 0.1976 Ha
LUMO level = 2.3 eV
HOMO level = -3.04 eV

Geometry as XYZ:
```
62
Properties=species:S:1:pos:R:3:forces:R:3
C -0.604 -0.496 0.284 -1.075 -1.345 -0.472
O -1.764 -1.120 0.634 0.972 0.861 0.619
H 0.255 -1.098 0.651 0.894 0.371 0.282
H -0.433 -0.474 -0.819 0.106 -0.205 -0.677
H -0.452 0.581 0.485 -0.033 0.245 0.826
C 4.160 -2.360 -1.008 2.311 -0.057 -0.676
O 5.262 -2.235 -1.547 -0.619 0.327 0.053
N 3.794 -3.537 -0.460 -0.986 -0.195 0.324
N 3.257 -1.372 -0.823 -0.789 0.373 -0.009
H 2.979 -3.493 0.127 0.125 -0.746 0.078
H 4.313 -4.369 -0.666 -0.059 0.052 0.196
H 3.466 -0.460 -1.191 0.057 -0.146 -0.133
H 2.291 -1.665 -0.867 -0.166 0.451 0.219
C -3.978 1.265 -1.597 -1.246 -1.612 0.247
O -4.318 0.377 -0.836 0.237 0.891 -0.187
N -4.774 2.334 -1.868 -0.558 1.197 0.009
N -2.893 1.168 -2.398 1.296 -0.541 -0.420
H -5.620 2.437 -1.337 0.104 -0.081 -0.020
H -4.562 3.003 -2.585 -0.006 -0.013 0.115
H -2.540 1.901 -2.985 -0.049 0.095 0.225
H -2.282 0.400 -2.164 0.054 0.111 0.061
C -1.853 -3.907 3.125 -1.047 0.687 0.329
O -3.034 -3.837 2.826 0.674 -0.259 -0.405
N -0.818 -3.340 2.465 -0.317 0.569 -1.388
N -1.502 -4.490 4.294 0.726 -1.305 1.806
H 0.144 -3.350 2.740 -0.192 -0.048 0.438
H -1.147 -2.681 1.746 0.009 0.555 -0.439
H -0.579 -4.455 4.689 -0.024 0.027 -0.199
H -2.194 -5.007 4.805 -0.089 0.166 -0.171
C -0.883 -4.333 -0.981 0.476 -0.939 3.806
O -1.862 -4.079 -0.331 -0.412 0.516 -1.149
N -0.855 -5.162 -2.062 -1.016 -0.121 -2.633
N 0.384 -4.197 -0.441 0.439 0.085 -0.807
H 0.021 -5.402 -2.497 0.190 0.240 0.161
H -1.501 -4.799 -2.756 -0.165 -0.540 -0.016
H 0.502 -3.724 0.438 -0.140 0.129 -0.158
H 1.115 -4.334 -1.116 0.525 0.381 0.555
C -4.287 -0.119 3.169 1.995 -0.378 -1.336
O -4.707 -1.012 2.467 -1.046 0.265 0.742
N -3.084 0.482 2.884 -0.082 0.034 0.287
N -4.875 0.388 4.288 -1.548 -0.194 0.180
H -2.444 -0.118 2.359 0.154 0.109 -0.696
H -2.755 1.162 3.547 0.371 -0.141 -0.141
H -4.389 0.940 4.966 -0.158 -0.063 0.037
H -5.808 0.033 4.416 0.129 0.227 0.552
C 2.034 2.996 0.086 0.400 -0.131 -0.611
C 2.575 4.329 -0.423 -0.359 -1.315 -1.040
C 3.315 4.070 -1.763 0.076 1.445 0.462
O 3.761 5.365 -2.215 -0.292 -0.335 -0.407
C 4.470 5.282 -3.431 1.484 0.083 0.323
N 1.458 5.233 -0.727 0.934 0.933 0.634
H 1.393 3.052 0.964 0.267 0.103 0.139
H 2.884 2.324 0.224 -0.125 -0.123 0.486
H 1.431 2.538 -0.701 -0.141 0.091 -0.003
H 3.251 4.801 0.296 0.320 -0.229 -0.062
H 2.657 3.702 -2.553 -0.298 -0.385 0.336
H 4.189 3.421 -1.667 -0.065 -0.188 0.233
H 4.270 6.093 -4.132 -0.565 0.014 0.175
H 4.421 4.319 -3.942 -0.591 -0.033 0.025
H 5.533 5.382 -3.182 0.163 0.034 -0.102
H 1.981 6.030 -1.091 -0.499 0.186 -0.615
H 1.230 5.615 0.190 -0.730 -0.185 0.018
```
Forces are in eV/Å.

=====

No. 4
ORCA calculation (ωB97M-V with the def2-TZVPD basis set) on a structure of composition C10H34N16O14Pb in a non-equilibrium geometry.

Properties
Energy relative to the best compared isomer or geometry (same formula, charge and spin) = 170.4 kJ/mol
Maximum force = 2.715 eV/Å
Gap between HOMO and LUMO = 0.2863 Ha
LUMO level = -0.5 eV
HOMO level = -8.25 eV

Geometry as XYZ:
```
75
Properties=species:S:1:pos:R:3:forces:R:3
Pb -1.997 -2.600 2.512 -0.013 2.154 0.032
O -0.833 0.606 4.494 -0.861 -1.502 -0.724
C -2.036 -0.015 4.800 0.081 -0.032 2.148
O -2.435 0.053 5.947 0.156 0.038 -0.619
O -2.619 -0.663 3.839 0.562 -1.204 -1.385
H -0.819 0.421 3.535 0.456 0.506 0.247
O 0.142 1.269 0.282 0.800 -0.932 -0.158
C 0.223 -0.045 0.735 -0.716 -0.914 -0.592
O 1.273 -0.679 0.448 -0.006 0.401 0.147
O -0.816 -0.483 1.273 0.215 0.120 0.157
H 0.976 1.336 -0.217 -0.305 0.445 0.023
C -0.155 -4.187 -0.570 1.031 -0.424 0.633
O -1.065 -3.777 0.145 0.005 -0.224 -0.147
N -0.061 -5.479 -1.014 -0.618 0.175 -0.100
N 0.961 -3.423 -0.838 -0.563 0.563 0.236
H -0.702 -6.151 -0.630 -0.139 0.127 -0.080
H 0.805 -5.842 -1.362 0.168 0.090 0.028
H 0.912 -2.495 -0.419 0.115 0.067 -0.175
H 1.436 -3.491 -1.719 -0.090 -0.266 -0.096
C -2.289 3.013 2.724 0.456 -0.833 -0.060
O -3.007 3.149 3.699 0.717 0.355 -0.559
N -1.003 2.469 2.713 -0.648 0.777 -1.180
N -2.719 3.279 1.436 -0.965 -0.068 0.994
H -0.369 2.545 3.483 -0.332 -0.114 0.251
H -0.706 2.061 1.829 0.176 0.596 0.681
H -2.160 3.209 0.616 0.241 -0.033 -0.094
H -3.673 3.592 1.396 0.014 -0.048 -0.301
C -3.954 -1.270 -0.355 -1.180 0.003 -0.809
O -3.635 -2.023 0.579 0.422 0.444 0.032
N -4.941 -1.673 -1.232 0.808 -0.203 0.769
N -3.453 -0.045 -0.627 0.736 -1.404 1.434
H -5.496 -2.435 -0.884 -0.236 0.064 -0.321
H -5.284 -1.026 -1.914 -0.366 -0.068 -0.041
H -3.775 0.506 -1.397 0.248 0.451 -0.030
H -2.631 0.156 -0.065 -0.198 0.695 -0.150
C -0.390 5.815 0.944 -0.575 0.540 0.720
O -1.059 6.643 1.533 0.201 -0.225 -0.124
N -0.852 5.125 -0.148 0.949 -0.200 -0.313
N 0.901 5.504 1.306 0.291 -0.415 -0.641
H -0.233 4.459 -0.572 -0.226 -0.136 -0.188
H -1.829 5.046 -0.349 -0.091 0.355 0.147
H 1.368 5.897 2.098 -0.416 0.345 0.171
H 1.384 4.756 0.847 -0.002 -0.082 0.024
C -2.224 1.288 -3.356 -0.127 0.510 -0.074
O -2.695 2.171 -2.634 0.245 -0.903 -0.335
N -2.426 1.251 -4.716 0.100 -0.105 1.044
N -1.416 0.274 -2.899 0.042 -0.080 -0.072
H -2.044 0.483 -5.228 -0.110 0.134 -0.463
H -3.072 1.906 -5.112 0.057 0.014 -0.160
H -1.234 -0.525 -3.477 -0.027 0.062 -0.181
H -1.376 0.056 -1.921 -0.120 0.382 0.168
C 5.252 -1.717 -1.696 0.418 0.702 -2.589
O 5.810 -2.471 -2.492 -0.498 0.098 1.384
N 5.793 -0.475 -1.414 -0.599 -0.505 0.751
N 3.946 -1.896 -1.284 1.183 0.440 0.103
H 6.717 -0.236 -1.716 0.083 -0.244 -0.130
H 5.264 0.217 -0.920 0.130 0.065 0.136
H 3.475 -2.665 -1.716 -0.175 -0.118 0.393
H 3.539 -1.226 -0.656 -0.620 -0.423 0.193
C 1.545 -3.004 3.510 0.518 0.204 -1.419
O 0.311 -2.905 3.430 0.021 -0.426 0.562
N 2.213 -3.732 4.437 -0.223 -0.172 0.449
N 2.335 -2.448 2.537 -0.684 -0.357 1.000
H 1.755 -4.306 5.122 -0.432 0.269 -0.067
H 3.210 -3.699 4.528 0.097 0.123 -0.237
H 1.863 -1.822 1.890 0.272 0.187 -0.139
H 3.322 -2.403 2.702 0.097 0.199 -0.280
C 1.794 0.966 -3.617 2.309 -1.071 0.886
O 1.367 1.676 -4.502 -0.216 -0.451 0.857
N 2.715 1.337 -2.626 -0.884 1.528 -0.551
N 1.665 -0.407 -3.516 -1.517 0.321 -1.481
H 2.921 2.316 -2.520 0.054 -0.051 -0.026
H 3.074 0.695 -1.952 -0.042 -0.207 0.013
H 1.121 -0.817 -4.255 0.137 -0.265 0.120
H 2.094 -0.993 -2.830 0.212 0.157 0.156
```
Forces are in eV/Å.